Record 1
Below is a molecular structure, C41H49BCl5N6O2S3SiTc, with properties calculated with the ωB97M-V functional and the def2-TZVPD basis.

Geometry as XYZ:
```
109
Properties=species:S:1:pos:R:3
Tc -0.87 1.74 0.15
C 4.15 1.79 1.35
C 3.23 0.63 1.50
C 3.47 -0.43 2.34
C 2.51 -1.45 2.48
N 1.41 -1.46 1.74
N 1.17 -0.44 0.95
B -0.14 -0.32 0.04
N 0.36 -0.55 -1.46
N 1.15 -1.63 -1.56
C 1.70 -1.93 -2.71
C 1.46 -1.13 -3.85
C 0.62 -0.06 -3.77
C 0.33 0.81 -4.94
C 0.06 0.25 -2.49
S -0.94 1.63 -2.30
C 2.55 -3.19 -2.71
C 3.43 -3.21 -1.46
C 3.44 -3.28 -3.96
C 1.59 -4.39 -2.69
N -1.20 -1.43 0.34
N -0.79 -2.71 0.45
C -1.70 -3.63 0.61
C -3.09 -3.32 0.64
C -3.50 -2.04 0.51
C -4.94 -1.63 0.55
C -2.48 -1.07 0.34
S -2.88 0.56 0.03
C -1.27 -5.09 0.70
C -1.97 -5.76 1.90
C -1.67 -5.79 -0.60
C 0.23 -5.19 0.91
C 1.99 0.61 0.86
S 1.39 1.92 -0.12
C 2.69 -2.62 3.43
C 1.34 -2.97 4.06
C 3.25 -3.79 2.62
C 3.67 -2.27 4.55
H 5.07 1.63 1.91
H 4.40 1.96 0.30
H 3.67 2.70 1.72
H 4.38 -0.46 2.92
H 1.93 -1.38 -4.79
H 0.83 0.44 -5.83
H -0.75 0.85 -5.12
H 0.65 1.84 -4.75
H 4.12 -2.36 -1.45
H 2.82 -3.17 -0.56
H 4.03 -4.12 -1.44
H 4.13 -2.43 -4.02
H 4.03 -4.19 -3.91
H 2.85 -3.32 -4.88
H 0.91 -4.32 -1.85
H 1.00 -4.44 -3.61
H 2.16 -5.32 -2.60
H -3.81 -4.12 0.76
H -5.58 -2.49 0.66
H -5.11 -0.94 1.38
H -5.21 -1.10 -0.37
H -3.05 -5.82 1.77
H -1.60 -6.78 2.00
H -1.76 -5.22 2.82
H -2.75 -5.74 -0.78
H -1.16 -5.34 -1.46
H -1.39 -6.84 -0.55
H 0.51 -4.80 1.89
H 0.53 -6.24 0.87
H 0.80 -4.65 0.16
H 0.57 -3.14 3.30
H 1.44 -3.87 4.66
H 0.99 -2.17 4.71
H 2.64 -4.00 1.75
H 4.27 -3.58 2.28
H 3.29 -4.69 3.25
H 3.36 -1.38 5.10
H 3.70 -3.10 5.26
H 4.69 -2.13 4.19
Cl -2.37 2.82 3.43
Si -1.02 1.46 2.61
Cl 0.74 1.82 3.69
Cl -1.64 -0.38 3.38
Cl -8.20 6.17 1.17
C -6.57 5.72 0.83
C -6.12 4.47 1.21
C -4.81 4.11 0.94
C -3.97 5.01 0.28
C -4.44 6.27 -0.10
C -5.74 6.62 0.17
C -2.58 4.60 0.02
O -1.82 5.53 -0.52
O -2.16 3.48 0.29
H -6.78 3.79 1.73
H -4.43 3.15 1.25
H -3.78 6.96 -0.60
H -6.12 7.59 -0.12
Cl 1.15 4.69 -3.31
C 1.00 6.23 -2.50
C 1.63 7.33 -3.07
C 1.54 8.56 -2.45
C 0.83 8.70 -1.27
C 0.21 7.60 -0.71
C 0.28 6.35 -1.32
C -0.42 5.18 -0.69
H 2.18 7.21 -3.99
H 2.03 9.42 -2.90
H 0.77 9.66 -0.78
H -0.34 7.70 0.22
H -0.01 4.95 0.30
H -0.36 4.30 -1.33
```

**Gap between HOMO and LUMO (alpha / beta)**: 6.4 / 6.6 eV
**Expectation value of S²**: 0.76
**Net charge**: +1
**Spin multiplicity**: 2
**Lowest unoccupied orbital energy (alpha / beta)**: -0.1466 / -0.1365 hartree

Record 2
Below is 2 unconnected molecules or ions with the total composition C10H20, with properties calculated with the ωB97M-V functional and the def2-TZVPD basis.

Geometry as XYZ:
```
30
Properties=species:S:1:pos:R:3
C -1.87 -3.18 -3.11
C -1.67 -4.41 -2.63
C -0.92 -2.02 -2.80
C -2.66 -5.51 -2.82
C -0.43 -4.87 -1.85
H -2.73 -2.79 -3.66
H -0.17 -2.06 -1.99
H -1.63 -1.21 -2.58
H -0.41 -1.80 -3.75
H -2.18 -6.47 -3.04
H -3.38 -5.29 -3.63
H -3.21 -5.59 -1.87
H -0.63 -4.85 -0.76
H 0.41 -4.18 -2.07
H -0.12 -5.89 -2.13
C 1.03 4.40 1.67
C 1.25 3.66 2.78
C 1.91 5.52 1.12
C 2.39 3.85 3.81
C 0.31 2.53 3.15
H 0.15 4.27 1.02
H 1.69 6.46 1.66
H 1.79 5.69 0.04
H 2.96 5.24 1.32
H 3.11 4.64 3.55
H 2.94 2.94 4.07
H 1.82 4.18 4.70
H 0.83 1.57 3.04
H -0.60 2.50 2.53
H 0.01 2.66 4.20
```

**Gap between HOMO and LUMO**: 9.7 eV
**SMILES string**: CC=C(C)C.CC=C(C)C
**Spin multiplicity**: 1
**Lowest unoccupied orbital energy**: 0.0365 hartree

Which relative energy (zero: lowest compared OMol25 entry of this formula, charge and spin) belongs to each record? In order, 10.7; 38.5 kcal per mole.
Which electronic energy belongs to each record? In order, -162222.1223; -10692.9111 eV.